The following is a quantum chemistry calculation of C35H31CeN9O3 as an isolated structure in a non-equilibrium geometry, from the Open Molecules 2025 dataset.

Output
Total charge: +1
HOMO energy (spin up / spin down), eV: -9.4 / -9.5
Gap between HOMO and LUMO (spin up / spin down), eV: 5.76 / 6.05
Largest force on an atom, eV Å⁻¹: 7.59
Electronic energy, Eh: -2545.79421
Spin multiplicity: 2

Last column: Mulliken charge in e.
CARTESIAN COORDINATES (ANGSTROEM)
1 Ce -0.7751 0.4203 0.2364  0.559
2 C 0.5825 -1.7881 -2.4323  -1.041
3 N 0.2318 -2.0394 -1.0309  1.042
4 C 1.3812 -2.6225 -0.3241  -1.529
5 C 1.6462 -2.0660 1.0529  0.897
6 C 2.2634 -2.8710 2.0066  -1.139
7 C 2.6914 -2.3035 3.1938  -0.742
8 C 2.5250 -0.9378 3.3718  -0.994
9 C 1.8770 -0.2178 2.3823  -0.576
10 N 1.4113 -0.7673 1.2561  1.291
11 C -0.8936 -2.9804 -1.0183  -1.175
12 C -1.5253 -3.1262 0.3359  0.754
13 C -1.7417 -4.3771 0.8958  -1.113
14 C -2.4858 -4.4695 2.0620  -0.587
15 C -2.9997 -3.3042 2.6057  -1.124
16 C -2.6970 -2.0933 1.9999  -0.347
17 N -1.9505 -1.9924 0.9004  0.356
18 C -0.4260 -0.9493 -3.1701  0.562
19 C -0.6466 -1.1786 -4.5242  -1.080
20 C -1.4265 -0.2888 -5.2426  -0.632
21 C -1.9531 0.8030 -4.5733  -1.070
22 C -1.7336 0.9196 -3.2104  -0.548
23 N -1.0003 0.0569 -2.5021  0.775
24 H 0.7319 -2.7355 -2.9742  0.619
25 H 1.5213 -1.2247 -2.4505  -0.012
26 H 2.2921 -2.4034 -0.8946  0.643
27 H 1.2953 -3.7154 -0.2612  0.380
28 H 2.4257 -3.9197 1.8116  0.551
29 H 3.1679 -2.9083 3.9497  0.448
30 H 2.8903 -0.4447 4.2588  0.518
31 H 1.7456 0.8545 2.4749  0.366
32 H -0.5800 -3.9686 -1.3920  0.392
33 H -1.6696 -2.5885 -1.6890  0.362
34 H -1.3599 -5.2628 0.4121  0.496
35 H -2.6855 -5.4284 2.5133  0.468
36 H -3.6237 -3.3306 3.4848  0.488
37 H -3.0947 -1.1650 2.3880  0.704
38 H -0.1992 -2.0331 -5.0073  0.537
39 H -1.6119 -0.4377 -6.2952  0.474
40 H -2.5280 1.5529 -5.0922  0.502
41 H -2.1492 1.7563 -2.6654  0.685
42 C 3.6313 0.1869 -3.7291  -0.682
43 C 3.8530 -0.0288 -2.3763  -0.735
44 C 2.9970 0.5125 -1.4352  -0.310
45 C 1.9090 1.3003 -1.8303  -0.777
46 C 1.6989 1.5158 -3.1959  0.532
47 C 2.5491 0.9530 -4.1310  -1.087
48 N 1.0596 1.7664 -0.8226  0.737
49 C 0.8732 3.0646 -0.6156  1.537
50 C 1.4112 4.1201 -1.4108  -1.127
51 C 1.1153 5.4222 -1.1449  -0.714
52 C 0.2975 5.7911 -0.0520  -0.846
53 C -0.1807 4.8350 0.7882  -1.082
54 C 0.1021 3.4645 0.5520  0.484
55 N -0.2796 2.4633 1.3570  1.472
56 N -0.9526 2.7484 2.4481  -1.480
57 C -1.2494 1.6831 3.2376  -0.153
58 C -1.9490 1.9402 4.4322  -0.873
59 C -2.1745 0.9090 5.3105  -0.449
60 C -1.6787 -0.3590 5.0019  -1.068
61 C -1.0191 -0.5347 3.8015  -0.529
62 N -0.8297 0.4328 2.9061  0.733
63 H 4.2996 -0.2372 -4.4616  0.427
64 H 4.6970 -0.6207 -2.0534  0.439
65 H 3.1591 0.3543 -0.3776  0.479
66 H 0.8586 2.1131 -3.5163  0.729
67 H 2.3739 1.1233 -5.1826  0.443
68 H 2.0504 3.8665 -2.2434  0.523
69 H 1.5094 6.1986 -1.7833  0.444
70 H 0.0751 6.8330 0.1158  0.426
71 H -0.7928 5.0751 1.6437  0.477
72 H -2.2797 2.9487 4.6190  0.575
73 H -2.6974 1.0783 6.2396  0.447
74 H -1.7972 -1.1859 5.6827  0.505
75 H -0.5994 -1.5043 3.5434  0.657
76 O -2.8225 0.7134 0.9368  -0.553
77 N -2.7426 1.8601 0.4788  1.344
78 O -3.3024 2.7781 0.9910  -0.633
79 O -2.0986 1.9938 -0.5690  -0.469

Forces on atoms 1 to 6 (eV/Å):
Ce 5.288 -5.294 -1.254
C 0.089 0.104 -0.125
N -0.074 -0.092 -0.084
C 0.110 0.086 0.097
C 0.036 -0.187 0.108
C -0.061 0.132 -0.008

---

The following is a quantum chemistry calculation of C35H40N4OP2PdSSi as an isolated structure, from the Open Molecules 2025 dataset.

Output
Relative energy (zero: lowest compared OMol25 entry of this formula, charge and spin), eV: 0.6391
HOMO energy, eV: -7.4
Gap between HOMO and LUMO, eV: 7.33
Largest force on an atom, eV Å⁻¹: 0.59
Electronic energy, Eh: -3150.34330

Last column: Mulliken charge in e.
CARTESIAN COORDINATES (ANGSTROEM)
1 Pd -0.2756 0.0137 1.0171  -0.896
2 C -5.8669 -1.1082 -4.1015  -0.678
3 S -6.8652 -0.4862 -2.7302  -0.120
4 C -6.2390 -1.4831 -1.3483  -1.173
5 C -5.1053 -0.8461 -0.5592  0.778
6 C -3.8539 -0.6593 -1.4169  -1.281
7 N -2.6296 -0.3001 -0.6873  0.716
8 P -1.5615 -1.4275 0.0091  0.846
9 C -2.6226 -2.6519 0.8182  1.050
10 C -3.0756 -2.3338 2.0985  -0.397
11 C -3.9978 -3.1452 2.7365  -0.618
12 C -4.4652 -4.2893 2.1000  -0.637
13 C -4.0050 -4.6196 0.8342  -0.821
14 C -3.0844 -3.8028 0.1910  -0.597
15 C -0.8399 -2.3374 -1.3907  1.161
16 C 0.0168 -3.4001 -1.1009  -0.280
17 C 0.6414 -4.0988 -2.1187  -0.780
18 C 0.4220 -3.7395 -3.4435  -0.625
19 C -0.4185 -2.6793 -3.7396  -1.058
20 C -1.0444 -1.9782 -2.7170  0.160
21 P -2.1758 1.2560 -0.1163  0.331
22 C -3.6119 1.9091 0.7869  0.699
23 C -4.7248 2.4813 0.1709  -0.352
24 C -5.8097 2.8851 0.9316  -0.593
25 C -5.7908 2.7227 2.3120  -0.583
26 C -4.6846 2.1632 2.9334  -0.670
27 C -3.5961 1.7624 2.1718  -0.420
28 C -2.0785 2.3129 -1.5891  0.426
29 C -2.1924 3.6984 -1.4521  -0.353
30 C -1.9603 4.5307 -2.5364  -0.680
31 C -1.6133 3.9916 -3.7677  -0.637
32 C -1.4856 2.6177 -3.9082  -0.616
33 C -1.7070 1.7838 -2.8223  -0.757
34 H -6.2899 -0.6830 -5.0100  0.384
35 H -5.9379 -2.1938 -4.1590  0.264
36 H -4.8227 -0.8078 -4.0265  0.096
37 H -5.9525 -2.4631 -1.7400  0.393
38 H -7.0959 -1.6373 -0.6920  0.481
39 H -4.8757 -1.4801 0.2995  -0.290
40 H -5.4413 0.1147 -0.1701  0.019
41 H -4.0357 0.1156 -2.1669  0.401
42 H -3.6602 -1.5916 -1.9583  0.654
43 H -2.6997 -1.4434 2.5858  0.238
44 H -4.3487 -2.8929 3.7288  0.424
45 H -5.1833 -4.9288 2.5972  0.410
46 H -4.3621 -5.5161 0.3436  0.447
47 H -2.7307 -4.0636 -0.8000  0.447
48 H 0.2017 -3.6734 -0.0725  0.354
49 H 1.3069 -4.9178 -1.8797  0.440
50 H 0.9136 -4.2815 -4.2408  0.388
51 H -0.5862 -2.3906 -4.7692  0.455
52 H -1.6921 -1.1450 -2.9613  -0.331
53 H -4.7494 2.5995 -0.9057  0.404
54 H -6.6733 3.3243 0.4490  0.425
55 H -6.6391 3.0420 2.9040  0.398
56 H -4.6634 2.0522 4.0098  0.452
57 H -2.7154 1.3446 2.6489  0.407
58 H -2.4617 4.1288 -0.4942  0.504
59 H -2.0513 5.6027 -2.4183  0.424
60 H -1.4349 4.6430 -4.6132  0.390
61 H -1.2029 2.1945 -4.8634  0.439
62 H -1.5766 0.7141 -2.9283  0.475
63 N 0.5242 3.5397 1.0564  -0.310
64 C 1.3317 2.6003 1.6308  0.877
65 O 1.3115 1.4205 1.1679  -1.099
66 C 2.1716 2.9815 2.6957  0.568
67 C 3.0709 2.0417 3.2505  0.033
68 N 3.7933 1.2550 3.6892  -0.648
69 C 2.1584 4.3245 3.1384  -0.173
70 N 2.0591 5.4329 3.4506  -0.591
71 H 0.6260 4.5092 1.3054  0.208
72 H 0.0908 3.3067 0.1807  0.198
73 C 2.6910 -1.5501 1.7233  -1.056
74 Si 0.9447 -1.4410 2.3616  0.764
75 C 0.3264 -3.1569 2.8268  -1.094
76 C 0.7383 -0.3856 3.9012  -0.938
77 H 3.3121 -2.1263 2.4155  0.355
78 H 3.1171 -0.5499 1.6331  0.232
79 H 2.7286 -2.0309 0.7428  0.324
80 H 0.9708 -3.5458 3.6208  0.532
81 H 0.3490 -3.8818 2.0138  0.293
82 H -0.6962 -3.1289 3.2048  0.221
83 H 1.3487 -0.7936 4.7143  0.324
84 H -0.3049 -0.3996 4.2304  0.286
85 H 1.0538 0.6452 3.7531  0.154

Forces on atoms 1 to 6 (eV/Å):
Pd 0.004 0.461 -0.364
C -0.028 0.025 0.041
S 0.021 0.004 -0.037
C -0.054 0.015 -0.016
C 0.063 0.023 0.001
C 0.017 0.031 0.030

---

The following is a quantum chemistry calculation of one molecule with the formula C20H33N3O4, from the Open Molecules 2025 dataset.

Output
Relative energy (zero: lowest compared OMol25 entry of this formula, charge and spin), eV: 0.6860
HOMO energy, eV: -7.6
Gap between HOMO and LUMO, eV: 8.29
Largest force on an atom, eV Å⁻¹: 0.65
Electronic energy, Eh: -1247.10012

Last column: Mulliken charge in e.
CARTESIAN COORDINATES (ANGSTROEM)
1 C -3.5834 -5.0646 -1.0492  -0.691
2 H -2.5619 -5.4336 -1.1838  0.283
3 O -3.7349 -4.3498 0.1544  -0.404
4 C -3.0730 -3.1097 0.1870  -0.157
5 C -1.5444 -3.2332 0.3115  -1.062
6 N -0.9121 -1.9319 0.4071  0.451
7 C -0.1718 -1.5415 -0.6849  0.722
8 O 0.0040 -2.2836 -1.6333  -0.742
9 N 0.3376 -0.2698 -0.6246  0.444
10 C 1.1124 0.3578 -1.6047  -0.289
11 C 1.8750 -0.3238 -2.5356  -0.835
12 C 2.6508 0.3541 -3.4642  -0.706
13 C 2.6780 1.7384 -3.4606  0.511
14 C 1.9182 2.4404 -2.5214  -0.246
15 C 1.1396 1.7668 -1.6038  0.888
16 O 0.3577 2.3796 -0.6505  -0.338
17 C 0.2909 3.7849 -0.6613  -1.119
18 H -0.4128 4.0551 0.1242  0.250
19 H -0.0752 4.1588 -1.6219  0.456
20 H 1.2649 4.2332 -0.4429  0.405
21 H 1.9660 3.5159 -2.5519  0.475
22 O 3.4021 2.5196 -4.3177  -0.462
23 C 4.1835 1.8804 -5.2963  -0.865
24 H 4.9542 1.2468 -4.8452  0.341
25 H 4.6605 2.6797 -5.8616  0.254
26 H 3.5680 1.2771 -5.9715  0.341
27 H 3.2233 -0.2176 -4.1756  0.388
28 H 1.8444 -1.3996 -2.5452  0.476
29 H -0.0669 0.3778 0.0321  -0.129
30 C -0.9772 -1.2842 1.7110  -1.496
31 C 0.3901 -1.0154 2.3483  0.037
32 C 0.1543 -0.5940 3.8089  -1.263
33 N -0.7138 0.5457 3.9647  0.253
34 C -1.9672 0.3861 3.2694  -1.218
35 C -1.8317 -0.0132 1.7857  0.504
36 H -2.8221 -0.2035 1.3690  0.351
37 H -1.3891 0.8121 1.2294  -0.343
38 H -2.5414 1.3086 3.3532  0.506
39 H -2.5306 -0.4045 3.7835  0.329
40 C -0.1206 1.8661 4.0599  0.361
41 C -0.9159 2.7079 5.0648  -1.669
42 H -0.3738 3.6200 5.3003  0.453
43 H -1.8881 2.9833 4.6642  0.315
44 H -1.0676 2.1423 5.9797  0.403
45 C 0.0321 2.6380 2.7431  -1.206
46 H 0.5348 3.5832 2.9357  0.576
47 H -0.9418 2.8540 2.3102  0.198
48 H 0.6252 2.0808 2.0230  0.208
49 H 0.8805 1.7139 4.4795  0.336
50 H 1.1083 -0.3838 4.2955  0.526
51 H -0.3123 -1.4370 4.3372  0.386
52 H 0.9342 -0.2335 1.8207  0.002
53 H 0.9955 -1.9229 2.3209  0.393
54 H -1.4761 -2.0189 2.3558  0.569
55 H -1.2991 -3.8442 1.1863  0.182
56 H -1.1404 -3.7160 -0.5803  0.647
57 H -3.3107 -2.5190 -0.7105  0.338
58 H -3.4787 -2.5979 1.0647  0.115
59 H -3.8508 -4.4436 -1.9119  0.303
60 H -4.2646 -5.9114 -0.9862  0.265

Forces on atoms 1 to 6 (eV/Å):
C 0.024 -0.019 -0.022
H -0.025 -0.011 -0.033
O -0.019 -0.051 0.194
C 0.232 0.107 0.092
C -0.316 -0.312 -0.292
N -0.228 -0.202 0.010